No. 1
Molecular formula: C8H9BrOSi
Method: DFT, ωB97M-V/def2-TZVPD

Structure (ORCA input):
```
! RIJCOSX wB97M-V def2-TZVPD def2/J DEFGRID3
* xyz 0 1
C -2.74 1.49 -0.29
C -2.16 0.76 -1.36
C -2.00 1.67 0.83
C -1.03 -0.04 -1.20
C -0.81 0.96 1.03
C -0.32 0.15 0.00
C 3.54 -1.07 0.00
C 3.83 0.23 -0.18
O 0.94 -0.32 0.13
Si 1.83 -1.74 0.13
Br 5.64 0.82 -0.46
H -3.81 1.79 -0.39
H -2.60 0.83 -2.35
H -2.22 2.31 1.62
H -0.54 -0.52 -2.04
H -0.20 1.14 1.87
H 4.27 -1.82 -0.16
H 2.99 0.91 0.13
H 1.52 -2.46 1.26
H 1.75 -2.83 -0.94
*
```

## Properties
Highest occupied orbital energy, hartree: -0.3239
E_tot, hartree: -3248.9577
Relative energy (zero: lowest compared OMol25 entry of this formula, charge and spin), kJ/mol: 0.0


No. 2
Molecular formula: C8H9ClCoI2LuO4S
Method: DFT, ωB97M-V/def2-TZVPD

Structure (ORCA input):
```
! RIJCOSX wB97M-V def2-TZVPD def2/J DEFGRID3
* xyz 4 5
I -3.93 0.01 1.41
I 3.00 1.61 2.44
Co 0.81 1.98 0.83
Lu -1.75 1.34 0.42
S -0.08 -0.26 1.13
C -1.98 0.69 -1.34
C -2.72 2.89 -0.07
C 0.38 -1.66 -0.03
C 1.60 -2.29 0.67
C 0.74 -1.22 -1.44
C -0.82 -2.61 -0.01
C 1.04 3.85 0.70
C 1.77 1.79 -0.79
O -3.39 3.78 -0.35
O -2.15 0.29 -2.41
O 1.21 4.98 0.63
O 2.44 1.68 -1.73
H 1.96 -3.13 0.05
H 1.33 -2.68 1.65
H 2.41 -1.57 0.78
H 0.36 -1.96 -2.15
H 1.83 -1.16 -1.56
H 0.30 -0.25 -1.70
H -0.58 -3.49 -0.62
H -1.72 -2.14 -0.41
H -1.05 -2.94 1.01
Cl -1.01 2.47 2.87
*
```

## Properties
Highest occupied orbital energy (alpha / beta), hartree: -0.8821 / -0.8760
E_tot, hartree: -4681.2075
Relative energy (zero: lowest compared OMol25 entry of this formula, charge and spin), kJ/mol: 458.6


No. 3
Molecular formula: C8H9ClN2O
Method: DFT, ωB97M-V/def2-TZVPD

Structure (ORCA input):
```
! RIJCOSX wB97M-V def2-TZVPD def2/J DEFGRID3
* xyz 0 1
C 1.63 -2.67 0.50
C -0.94 -0.86 0.85
C 0.09 -0.54 0.07
C 0.25 0.62 -0.69
C -0.73 1.74 -0.30
C -2.14 1.08 -0.30
C -2.12 0.00 0.74
C 2.72 -1.89 -0.09
N 0.94 -3.29 1.21
N 3.73 -1.39 0.59
O 0.90 0.87 -1.68
Cl -2.38 0.65 2.48
H -1.14 -1.64 1.55
H -0.53 2.13 0.74
H -0.85 2.58 -0.96
H -2.86 1.96 0.09
H -2.54 0.69 -1.26
H -3.10 -0.61 0.61
H 2.47 -1.59 -1.10
H 4.40 -0.71 0.39
H 3.67 -1.59 1.54
*
```

## Properties
Highest occupied orbital energy (alpha / beta), hartree: -0.3220 / -0.2728
E_tot, hartree: -954.9921
Relative energy (zero: lowest compared OMol25 entry of this formula, charge and spin), kJ/mol: 559.9


No. 4
Molecular formula: C8H9F5N2S
Method: DFT, ωB97M-V/def2-TZVPD

Structure (ORCA input):
```
! RIJCOSX wB97M-V def2-TZVPD def2/J DEFGRID3
* xyz 0 1
C 0.05 -0.22 -0.51
C -0.91 0.63 -0.80
C -0.46 2.70 0.48
C -0.61 1.99 -0.78
C 0.77 2.24 -0.30
C 1.52 0.99 0.04
C 1.33 -2.29 -0.08
C -3.57 0.45 0.03
N -1.18 -2.11 0.20
N 0.04 -1.57 -0.38
F 2.62 0.73 -0.64
F 1.76 0.72 1.30
F -3.39 1.72 0.49
F -3.20 -0.33 1.03
F -4.87 0.40 -0.29
S -2.57 0.23 -1.50
H -0.61 3.79 0.49
H -0.53 2.27 1.54
H -0.93 2.66 -1.57
H 1.48 3.10 -0.81
H 1.56 -2.28 1.02
H 1.32 -3.37 -0.40
H 2.04 -1.83 -0.74
H -1.37 -3.08 -0.13
H -1.04 -2.28 1.20
*
```

## Properties
Highest occupied orbital energy, hartree: -0.3028
E_tot, hartree: -1317.1209
Relative energy (zero: lowest compared OMol25 entry of this formula, charge and spin), kJ/mol: 0.0


No. 5
Molecular formula: C8H9F9NO4S
Method: DFT, ωB97M-V/def2-TZVPD

Structure (ORCA input):
```
! RIJCOSX wB97M-V def2-TZVPD def2/J DEFGRID3
* xyz 1 1
O 1.73 -1.51 1.47
C 2.20 -0.41 1.15
O 3.58 -0.13 0.98
C 3.83 1.10 0.22
C 2.39 1.40 -0.44
C 1.53 1.00 0.84
S -0.33 1.11 0.75
O -0.64 2.39 0.04
O -0.81 1.09 2.18
C -1.09 -0.32 -0.17
F -1.05 -1.54 0.54
F -0.27 -0.52 -1.33
C -2.60 -0.10 -0.64
F -3.07 -1.38 -1.03
F -2.64 0.68 -1.81
C -3.60 0.43 0.48
F -3.45 1.80 0.75
F -3.45 -0.32 1.67
C -5.16 0.26 0.08
F -5.87 0.99 1.06
F -5.61 -1.05 0.19
F -5.45 0.86 -1.13
H 3.96 1.90 1.02
H 4.74 1.12 -0.46
H 2.15 2.46 -0.73
H 2.21 0.57 -1.20
H 1.91 1.67 1.68
N 2.99 -2.72 -1.24
H 3.82 -3.30 -1.07
H 2.59 -2.42 -0.34
H 3.25 -1.90 -1.78
H 2.29 -3.27 -1.76
*
```

## Properties
Highest occupied orbital energy, hartree: -0.5325
E_tot, hartree: -1962.5667


No. 6
Molecular formula: C8H9MnNS2
Method: DFT, ωB97M-V/def2-TZVPD

Structure (ORCA input):
```
! RIJCOSX wB97M-V def2-TZVPD def2/J DEFGRID3
* xyz 0 6
Mn -0.91 -0.09 0.50
C 0.47 0.15 -2.36
H 0.65 -0.13 -1.22
H -0.16 -0.65 -2.85
H 1.23 0.77 -2.94
H -0.29 0.97 -2.44
H -1.57 0.66 -0.84
S -0.66 -2.62 0.47
C -0.36 -2.14 2.03
N -0.28 -0.78 2.19
C -0.05 -0.31 3.47
C 0.09 1.03 3.82
C 0.10 1.33 5.18
C 0.00 0.30 6.15
C -0.12 -1.03 5.76
C -0.09 -1.34 4.41
S -0.23 -2.90 3.56
H 0.18 1.79 3.05
H 0.18 2.35 5.51
H 0.01 0.56 7.22
H -0.23 -1.85 6.47
*
```

## Properties
Highest occupied orbital energy (alpha / beta), hartree: -0.3037 / -0.3076
E_tot, hartree: -2312.3179


No. 7
Molecular formula: C8H9N2O3
Method: DFT, ωB97M-V/def2-TZVPD

Structure (ORCA input):
```
! RIJCOSX wB97M-V def2-TZVPD def2/J DEFGRID3
* xyz -1 1
C 3.19 0.87 0.14
C 2.93 2.24 0.12
C 1.99 0.22 0.02
C 1.55 2.42 0.07
C -2.09 -0.58 0.36
C -3.92 1.06 -0.18
C -2.69 -1.91 0.11
C -0.38 0.93 -0.22
N 0.99 1.14 -0.06
N -0.93 -0.29 -0.21
O -4.29 0.43 -1.14
O -2.91 0.40 0.74
O -4.25 2.14 0.32
H 4.01 0.23 0.36
H 3.60 2.99 0.04
H 1.95 -0.91 -0.12
H 0.86 3.28 -0.19
H -2.34 -2.79 0.88
H -3.78 -1.88 0.16
H -2.45 -2.29 -0.83
H -1.05 1.76 0.08
H -0.17 -1.03 -0.51
*
```

## Properties
Highest occupied orbital energy (alpha / beta), hartree: -0.0921 / -0.0901
E_tot, hartree: -645.4276
Relative energy (zero: lowest compared OMol25 entry of this formula, charge and spin), kJ/mol: 151.8


No. 8
Molecular formula: C8H9N2O5S3
Method: DFT, ωB97M-V/def2-TZVPD

Structure (ORCA input):
```
! RIJCOSX wB97M-V def2-TZVPD def2/J DEFGRID3
* xyz -1 1
C -4.30 0.10 1.68
C -3.09 0.89 1.26
C -3.58 1.98 0.34
O -2.14 -0.02 0.59
C -0.96 0.55 0.28
S 0.10 -0.41 -0.74
S -0.45 2.03 0.78
H -5.11 0.81 1.89
H -4.66 -0.55 0.87
H -4.13 -0.48 2.60
H -2.59 1.30 2.15
H -4.51 2.38 0.77
H -2.88 2.81 0.21
H -3.83 1.54 -0.63
O 3.97 -3.76 -2.60
N 3.19 -3.44 -1.68
O 2.43 -4.26 -1.09
C 3.08 -2.10 -1.20
C 3.57 -0.92 -1.72
C 3.02 0.16 -1.03
N 4.02 1.01 -0.47
O 3.77 1.68 0.55
O 5.15 0.99 -1.04
C 1.77 -0.12 -0.17
S 2.06 -1.96 0.18
H 4.38 -0.86 -2.43
H 1.74 0.64 0.64
*
```

## Properties
Highest occupied orbital energy, hartree: -0.1471
E_tot, hartree: -1990.3262
Relative energy (zero: lowest compared OMol25 entry of this formula, charge and spin), kJ/mol: 71.7


Max |F| (eV Å⁻¹)
2.5 17.3 4.4 5.1 6.7 3.1 3.7 2.3